[1]
Below is 12 unconnected molecules or ions with the total composition C46H87F8N17O18S8 in a non-equilibrium geometry, with properties calculated with the ωB97M-V functional and the def2-TZVPD basis.

Frontier orbital gap, eV: 7.222
HOMO energy, Ha: -0.41968
LUMO level, eV: -4.198

```
! wB97M-V def2-TZVPD RIJCOSX def2/J DEFGRID3
* xyz 2 1
C -1.18 4.76 3.75
C -1.92 5.49 2.67
N -2.72 4.49 1.97
C -2.29 3.49 1.17
C -3.36 2.73 0.73
N -4.52 3.34 1.26
C -4.11 4.39 2.02
C -5.89 3.04 0.83
H -0.40 5.43 4.12
H -0.55 3.99 3.32
H -1.82 4.42 4.57
H -1.21 5.90 1.95
H -2.63 6.24 3.02
H -1.22 3.36 1.05
H -3.32 1.84 0.13
H -4.80 5.04 2.54
H -5.83 2.05 0.38
H -6.22 3.67 0.01
H -6.49 3.02 1.74
C -1.14 0.73 3.30
C -0.33 -0.25 2.37
N -0.69 0.04 0.96
C -1.51 -0.67 0.13
C -1.50 -0.02 -1.15
N -0.60 1.02 -1.09
C -0.05 1.00 0.14
C -0.36 1.90 -2.22
H -0.99 0.50 4.35
H -2.20 0.52 3.16
H -0.89 1.78 3.20
H -0.60 -1.28 2.61
H 0.76 -0.14 2.40
H -2.05 -1.57 0.41
H -2.09 -0.15 -2.04
H 0.83 1.52 0.46
H -0.10 2.89 -1.82
H -1.26 2.06 -2.82
H 0.39 1.59 -2.94
C -7.72 -3.01 1.73
C -6.54 -2.09 1.46
N -5.49 -2.15 2.50
C -4.13 -2.41 2.35
C -3.44 -2.10 3.57
N -4.41 -1.75 4.49
C -5.63 -1.80 3.81
C -4.20 -1.43 5.91
H -8.59 -2.67 1.18
H -7.89 -3.18 2.79
H -7.62 -4.01 1.30
H -6.87 -1.05 1.39
H -6.04 -2.35 0.53
H -3.70 -2.82 1.45
H -2.44 -2.26 3.95
H -6.56 -1.59 4.32
H -3.14 -1.21 6.05
H -4.26 -2.37 6.45
H -4.83 -0.66 6.36
C 3.83 1.16 -1.49
C 4.75 2.12 -2.28
N 5.62 1.44 -3.30
C 6.60 0.48 -3.07
C 7.09 -0.07 -4.29
N 6.54 0.79 -5.27
C 5.68 1.67 -4.68
C 6.87 0.70 -6.70
H 3.29 1.73 -0.74
H 4.32 0.29 -1.04
H 3.18 0.70 -2.24
H 5.50 2.61 -1.67
H 4.19 2.92 -2.77
H 6.50 0.22 -2.02
H 7.79 -0.87 -4.46
H 5.23 2.56 -5.09
H 6.04 0.12 -7.09
H 7.83 0.23 -6.89
H 6.77 1.65 -7.23
C -2.17 6.03 -2.34
C -1.54 5.47 -3.61
N -0.12 5.56 -3.63
C 0.78 4.61 -4.05
C 2.09 5.08 -3.95
N 1.94 6.37 -3.45
C 0.63 6.61 -3.12
C 2.98 7.30 -3.18
H -3.22 5.83 -2.55
H -2.04 7.10 -2.18
H -1.82 5.49 -1.46
H -1.90 5.91 -4.54
H -1.90 4.45 -3.78
H 0.44 3.63 -4.35
H 3.05 4.63 -4.17
H 0.21 7.54 -2.77
H 3.90 6.72 -3.27
H 2.83 7.86 -2.26
H 3.14 8.01 -4.00
C -2.92 -4.12 -3.28
C -1.92 -3.06 -3.80
N -0.51 -3.30 -3.41
C -0.05 -3.41 -2.08
C 1.38 -3.46 -2.24
N 1.78 -3.27 -3.53
C 0.62 -3.17 -4.25
C 3.09 -2.97 -4.10
H -2.78 -4.30 -2.21
H -2.89 -5.13 -3.68
H -3.91 -3.73 -3.50
H -2.28 -2.12 -3.39
H -1.96 -3.10 -4.89
H -0.71 -3.51 -1.23
H 2.09 -3.58 -1.44
H 0.56 -3.01 -5.32
H 2.92 -2.26 -4.90
H 3.58 -3.87 -4.47
H 3.70 -2.57 -3.29
C 3.14 -6.78 0.71
C 3.47 -5.97 1.92
C 2.79 -4.59 2.19
N 3.27 -3.87 3.48
C 2.75 -4.64 4.73
C 2.62 -2.45 3.50
C 3.63 -1.70 4.48
C 4.95 -2.52 4.49
C 4.76 -3.58 3.48
H 2.09 -7.04 0.86
H 3.66 -7.73 0.63
H 3.27 -6.14 -0.17
H 4.54 -5.74 1.84
H 3.36 -6.57 2.83
H 1.71 -4.65 2.34
H 2.89 -3.94 1.32
H 2.98 -4.07 5.63
H 3.40 -5.51 4.76
H 1.75 -5.03 4.55
H 1.59 -2.47 3.84
H 2.78 -2.02 2.51
H 3.24 -1.43 5.46
H 3.82 -0.70 4.09
H 5.20 -2.97 5.45
H 5.75 -1.86 4.16
H 5.42 -4.42 3.68
H 4.95 -3.18 2.48
N -4.11 0.95 -1.93
S -5.10 -0.40 -2.23
O -5.35 -0.88 -3.60
O -6.24 -0.41 -1.26
F -4.18 -1.52 -1.56
S -4.75 1.78 -3.05
O -6.19 2.09 -2.96
O -4.14 1.54 -4.34
F -4.08 3.19 -2.75
N 1.02 3.82 1.38
S 1.59 4.94 0.59
O 2.47 4.63 -0.52
O 1.70 6.22 1.29
F 0.33 5.24 -0.34
S 2.53 3.25 2.12
O 3.66 4.16 2.23
O 2.86 1.86 1.83
F 2.04 3.21 3.66
N -0.58 -2.14 5.41
S 0.20 -1.29 6.38
O 1.33 -1.96 7.02
O -0.37 -0.13 7.04
F 0.97 -0.47 5.19
S -0.92 -3.36 6.51
O -1.59 -2.96 7.76
O 0.07 -4.45 6.49
F -2.09 -4.00 5.56
N 0.79 -0.43 -5.71
S 1.67 0.63 -6.14
O 1.96 1.78 -5.26
O 1.70 0.85 -7.60
F 3.10 -0.19 -6.03
S -0.64 0.46 -6.12
O -1.25 0.16 -7.43
O -0.86 1.77 -5.50
F -1.58 -0.57 -5.26
C -0.83 -4.89 2.87
C -0.88 -4.71 1.42
O -1.67 -3.84 0.94
O -0.24 -5.48 0.71
H 0.01 -5.52 3.16
H -1.72 -5.41 3.22
H -0.74 -3.94 3.41
*
```

---

[2]
Below is a molecular structure, C32H61InN8P, with properties calculated with the ωB97M-V functional and the def2-TZVPD basis.

Frontier orbital gap, eV: 5.583
HOMO energy, Ha: -0.12750
LUMO level, eV: 2.113

```
! wB97M-V def2-TZVPD RIJCOSX def2/J DEFGRID3
* xyz -1 1
C -0.54 -1.87 3.85
P -0.89 -0.33 2.87
C 0.72 0.52 2.45
In -2.21 -0.79 0.76
C -0.92 -0.24 -1.03
C 0.22 -1.16 -1.07
N 1.43 -0.82 -1.28
H 0.41 -2.35 3.63
H -0.55 -1.66 4.92
H -1.33 -2.59 3.66
H 1.61 -0.01 2.78
H 0.81 0.68 1.38
H 0.70 1.51 2.89
H -2.68 -2.50 0.58
H -3.69 0.22 0.82
H -0.54 0.76 -0.83
H -1.52 -0.25 -1.94
H 0.02 -2.21 -0.86
H 1.44 0.19 -1.44
C 2.35 5.71 0.03
C 2.61 4.21 -0.01
C 1.50 3.43 -0.73
C 0.23 3.48 -0.01
N -0.77 3.52 0.55
H 1.46 5.94 0.61
H 3.19 6.23 0.50
H 2.23 6.12 -0.98
H 2.73 3.84 1.00
H 3.54 4.02 -0.54
H 1.80 2.39 -0.83
H 1.36 3.81 -1.74
C -8.69 -1.41 -1.61
C -7.40 -0.60 -1.51
C -6.14 -1.46 -1.61
C -6.01 -2.38 -0.48
N -5.89 -3.08 0.41
H -8.78 -2.12 -0.79
H -9.56 -0.75 -1.59
H -8.73 -1.97 -2.55
H -7.39 -0.05 -0.56
H -7.38 0.15 -2.30
H -5.26 -0.82 -1.64
H -6.15 -2.03 -2.54
C 2.45 -3.35 -6.17
C 2.67 -2.50 -4.93
C 1.56 -1.45 -4.72
C 1.55 -0.44 -5.77
N 1.56 0.36 -6.60
H 2.48 -2.75 -7.08
H 3.22 -4.12 -6.25
H 1.48 -3.86 -6.13
H 3.64 -2.00 -5.00
H 2.70 -3.14 -4.05
H 1.72 -0.96 -3.75
H 0.59 -1.94 -4.67
C 6.66 0.22 -3.34
C 5.75 -0.14 -2.17
C 4.27 0.15 -2.45
C 4.03 1.58 -2.59
N 3.85 2.71 -2.66
H 6.64 1.29 -3.55
H 7.69 -0.05 -3.12
H 6.36 -0.31 -4.25
H 6.07 0.40 -1.28
H 5.85 -1.21 -1.95
H 3.65 -0.24 -1.64
H 3.94 -0.36 -3.36
C -11.08 -0.72 2.10
C -12.55 -1.15 2.07
C -12.82 -2.26 1.06
C -12.62 -1.80 -0.32
N -12.46 -1.46 -1.40
H -10.78 -0.29 1.14
H -10.92 0.03 2.87
H -10.43 -1.57 2.31
H -13.18 -0.28 1.86
H -12.83 -1.51 3.06
H -13.85 -2.61 1.16
H -12.18 -3.11 1.25
C 5.09 -3.75 5.04
C 4.02 -2.81 4.49
C 3.82 -2.94 2.98
C 4.99 -2.52 2.22
N 5.92 -2.21 1.62
H 6.07 -3.52 4.62
H 5.15 -3.67 6.12
H 4.86 -4.79 4.80
H 4.27 -1.78 4.75
H 3.06 -3.04 4.98
H 2.97 -2.34 2.67
H 3.59 -3.98 2.72
C 6.67 5.73 2.70
C 6.95 4.23 2.66
C 5.83 3.44 1.98
C 4.58 3.48 2.74
N 3.61 3.52 3.35
H 5.79 5.95 3.30
H 7.52 6.26 3.15
H 6.51 6.13 1.70
H 7.10 3.86 3.67
H 7.88 4.05 2.11
H 6.13 2.39 1.87
H 5.65 3.82 0.97
*
```

---

[3]
Below is C9H11NO2 in the gas phase in a non-equilibrium geometry, with properties calculated with the ωB97M-V functional and the def2-TZVPD basis.

Frontier orbital gap, eV: 7.785
HOMO energy, Ha: -0.29902
LUMO level, eV: -0.352

```
! wB97M-V def2-TZVPD RIJCOSX def2/J DEFGRID3
* xyz 0 1
C -4.28 -1.29 0.17
C -2.96 -0.87 0.35
C -4.88 -0.12 -0.34
C -2.87 0.45 -0.09
C -1.59 1.04 -0.10
C 0.75 1.62 -0.13
C 1.00 -0.08 -0.06
C 1.67 -0.44 1.24
C 1.87 -0.32 -1.30
N -0.64 1.81 0.12
O -4.06 0.92 -0.47
O -0.10 -0.70 -0.23
H -4.70 -2.31 0.44
H -2.03 -1.19 0.84
H -5.83 0.03 -0.77
H 1.34 2.16 0.67
H 0.95 2.06 -1.06
H 2.62 -0.09 1.36
H 1.74 -1.55 1.15
H 1.01 -0.51 2.24
H 2.79 0.27 -1.38
H 1.30 -0.14 -2.17
H 2.14 -1.31 -1.21
*
```

---

[4]
Below is a molecular structure, C36H73B2Br2F3N6O38PS9 in a non-equilibrium geometry, with properties calculated with the ωB97M-V functional and the def2-TZVPD basis.

Frontier orbital gap, eV: 7.539
HOMO energy, Ha: -0.38094
LUMO level, eV: -2.826

```
! wB97M-V def2-TZVPD RIJCOSX def2/J DEFGRID3
* xyz 1 1
C -0.39 -1.87 5.75
C -1.26 -2.13 4.37
Br -0.99 -3.90 3.67
C -2.12 -1.15 3.73
Br -1.90 0.56 4.87
C -3.01 -1.20 2.38
B -4.09 -0.07 3.04
N -4.18 1.37 2.63
O -4.99 -0.40 4.17
N -2.36 -0.69 1.12
C -1.26 0.27 1.35
C 0.18 -0.07 1.92
C 1.15 -1.15 1.28
N 1.23 -2.62 1.54
O 1.98 -0.74 0.33
C -3.17 -0.54 -0.13
C -2.29 -1.37 -1.26
C -0.71 -1.37 -1.33
O -0.28 -1.73 -2.73
C -3.32 1.03 -0.64
B -2.36 1.59 -1.83
O -2.67 1.28 -3.25
O -1.18 2.46 -1.64
C -4.68 -1.29 -0.15
C -5.92 -0.21 0.10
C -7.36 -0.62 0.64
C -8.57 0.33 0.11
C -9.89 -0.07 1.02
C -11.02 1.09 1.05
N -11.21 1.54 2.50
C -5.12 -1.69 -1.68
F -4.92 -0.60 -2.67
F -6.58 -1.87 -1.89
F -4.62 -2.81 -2.39
N -4.88 -2.36 0.89
P -5.58 -3.93 0.33
O -5.90 -5.03 1.35
C -3.81 -2.54 2.00
S -2.81 -3.88 1.08
C -4.33 -3.35 3.30
N -5.77 -3.23 3.72
H 0.18 -2.81 6.09
H 0.41 -1.03 5.61
H -1.12 -1.60 6.63
H -3.43 1.99 2.94
H -5.12 1.76 2.90
H -5.88 0.03 3.99
H -0.90 0.87 0.39
H -1.64 1.17 2.02
H 0.81 0.94 1.85
H 0.28 -0.23 3.09
H 2.08 -2.89 2.07
H 1.08 -3.19 0.69
H -2.52 -2.53 -1.23
H -2.59 -1.14 -2.38
H -0.13 -0.40 -1.13
H -0.30 -2.30 -0.72
H -0.58 -0.91 -3.24
H -3.22 1.79 0.25
H -4.32 1.30 -1.14
H -2.14 1.93 -3.81
H -1.31 2.81 -0.71
H -6.22 0.37 -0.89
H -5.62 0.71 0.74
H -7.36 -0.55 1.81
H -7.68 -1.72 0.41
H -8.32 1.44 0.31
H -8.85 0.15 -1.01
H -10.29 -1.11 0.65
H -9.52 -0.20 2.14
H -12.01 0.62 0.66
H -10.70 2.01 0.41
H -11.56 2.52 2.46
H -11.91 0.92 2.97
H -5.65 -2.07 1.56
H -6.91 -3.65 -0.21
H -4.87 -4.60 -0.72
H -1.56 -3.24 0.90
H -3.77 -3.15 4.30
H -4.17 -4.51 3.17
H -5.88 -2.77 4.65
H -6.16 -4.19 3.87
C 4.20 2.62 0.21
C 3.80 2.94 -1.22
O 2.39 3.14 -1.18
S 1.99 3.78 0.26
O 1.88 5.21 0.10
O 0.95 2.98 0.84
O 3.39 3.46 1.03
H 3.96 1.58 0.46
H 5.26 2.81 0.40
H 4.06 2.13 -1.91
H 4.27 3.87 -1.56
C 9.44 1.09 3.04
C 8.07 0.81 3.65
O 7.16 1.63 2.92
S 7.69 1.78 1.39
O 6.99 0.82 0.58
O 7.76 3.18 1.07
O 9.20 1.23 1.64
H 9.85 2.03 3.41
H 10.15 0.28 3.23
H 8.04 1.05 4.72
H 7.78 -0.23 3.51
C -1.00 6.53 0.11
C -1.33 8.01 0.18
O -2.68 8.07 0.62
S -2.97 6.81 1.61
O -2.83 7.27 2.97
O -4.13 6.11 1.14
O -1.65 5.94 1.23
H -1.41 6.07 -0.80
H 0.08 6.34 0.15
H -1.22 8.51 -0.79
H -0.71 8.52 0.92
C -1.15 -8.15 1.50
C -1.38 -8.23 0.00
O -0.67 -7.11 -0.54
S 0.64 -6.82 0.38
O 1.78 -7.44 -0.25
O 0.62 -5.44 0.77
O 0.21 -7.72 1.66
H -1.80 -7.40 1.96
H -1.30 -9.12 1.99
H -2.44 -8.18 -0.26
H -0.94 -9.14 -0.42
C 3.30 -3.52 -5.98
C 2.64 -4.62 -5.15
O 2.62 -4.12 -3.82
S 2.46 -2.50 -3.85
O 1.06 -2.18 -3.65
O 3.51 -1.92 -3.06
O 2.82 -2.29 -5.43
H 4.39 -3.54 -5.86
H 3.05 -3.58 -7.04
H 3.19 -5.56 -5.21
H 1.60 -4.78 -5.47
C 10.81 3.76 -0.07
C 10.60 3.69 -1.58
O 11.32 4.80 -2.12
S 12.63 5.07 -1.18
O 13.76 4.44 -1.80
O 12.62 6.46 -0.80
O 12.17 4.18 0.09
H 10.17 4.52 0.38
H 10.65 2.80 0.41
H 9.54 3.75 -1.85
H 11.02 2.77 -2.00
C 2.11 8.49 -3.12
C 1.72 8.81 -4.56
O 0.31 9.01 -4.52
S -0.10 9.65 -3.08
O -0.21 11.08 -3.23
O -1.13 8.84 -2.50
O 1.30 9.34 -2.31
H 1.88 7.45 -2.87
H 3.17 8.68 -2.93
H 1.97 8.00 -5.25
H 2.19 9.74 -4.90
C 4.25 -7.00 -2.63
C 5.12 -7.23 -1.40
O 6.36 -7.71 -1.91
S 6.63 -7.03 -3.36
O 7.50 -5.89 -3.17
O 6.91 -8.07 -4.31
O 5.13 -6.47 -3.62
H 3.84 -7.94 -3.00
H 3.43 -6.30 -2.43
H 4.68 -7.96 -0.71
H 5.30 -6.29 -0.87
*
```

---

[5]
Below is C2H2BrClO in the gas phase in a non-equilibrium geometry, with properties calculated with the ωB97M-V functional and the def2-TZVPD basis.

Frontier orbital gap, eV: 9.132
Structure (SMILES): Cl/C=C/OBr
HOMO energy, Ha: -0.34974
LUMO level, eV: -0.385

```
! wB97M-V def2-TZVPD RIJCOSX def2/J DEFGRID3
* xyz 0 1
Cl -0.49 -1.11 -1.88
C -0.11 -0.75 -0.25
C 0.00 0.50 0.18
O 0.38 0.73 1.67
Br -0.12 2.37 2.21
H 0.20 -1.52 0.42
H -0.32 1.33 -0.38
*
```

---

[6]
Below is C3H3ClOS2 in the gas phase in a non-equilibrium geometry, with properties calculated with the ωB97M-V functional and the def2-TZVPD basis.

Frontier orbital gap, eV: 7.752
Structure (SMILES): O=C(CCl)C(=S)S
HOMO energy, Ha: -0.34860
LUMO level, eV: -1.734

```
! wB97M-V def2-TZVPD RIJCOSX def2/J DEFGRID3
* xyz 0 1
O -0.52 1.66 -0.62
C -0.04 0.47 -0.23
C 1.35 0.09 -0.42
Cl 2.13 -0.66 1.05
C -1.03 -0.64 0.08
S -0.72 -2.14 -0.46
S -2.47 -0.24 1.02
H 1.44 -0.61 -1.19
H 1.90 1.04 -0.63
H -2.03 1.03 1.39
*
```